DFT (ωB97M-V/def2-TZVPD) results for a molecular structure, C49H60GeN3O6PRbS in a non-equilibrium geometry.

Element x y z (Å)
Rb  -0.196  1.046  0.720
O  -0.929  3.636  5.130
C  -1.069  2.840  4.152
N  -0.993  3.151  2.863
C  -0.831  4.581  2.600
C  -0.968  4.881  1.137
C  -2.198  5.355  0.637
C  -2.406  5.469  -0.727
C  -1.319  5.283  -1.563
C  -0.090  4.961  -0.983
N  0.061  4.712  0.336
C  -1.256  1.367  4.508
C  -1.635  1.007  5.836
C  -1.713  -0.341  6.159
C  -1.329  -1.318  5.181
C  -0.953  -0.874  3.910
N  -0.997  0.428  3.621
H  0.115  4.956  2.984
H  -1.587  5.162  3.106
H  -2.999  5.598  1.372
H  -3.396  5.701  -1.116
H  -1.420  5.453  -2.619
H  0.782  4.746  -1.603
H  -1.960  1.786  6.538
H  -2.012  -0.649  7.128
H  -1.370  -2.382  5.405
H  -0.762  -1.562  3.068
O  0.516  -1.518  -0.325
H  0.404  -1.890  -1.241
H  -0.283  -1.935  0.134
O  -7.305  3.315  -5.268
C  -6.070  3.211  -5.843
O  -5.845  3.614  -6.970
C  -5.045  2.608  -4.939
C  -5.106  2.685  -3.545
C  -4.076  2.167  -2.760
C  -2.917  1.578  -3.384
S  -1.555  1.005  -2.492
C  -2.868  1.506  -4.791
C  -3.920  2.021  -5.544
H  -7.498  2.670  -4.567
H  -5.979  3.120  -3.033
H  -4.076  2.197  -1.666
H  -1.929  1.060  -5.241
H  -3.905  1.990  -6.635
C  7.860  4.065  0.444
C  7.411  3.338  -0.856
C  6.438  2.129  -0.617
C  5.007  2.356  -0.970
Ge  3.725  0.959  -0.601
C  4.077  -0.634  -1.770
C  4.876  -1.703  -1.036
C  5.682  -2.621  -1.969
C  6.611  -3.588  -1.209
H  8.796  4.608  0.306
H  8.011  3.260  1.171
H  7.056  4.791  0.725
H  8.276  2.896  -1.400
H  6.934  4.046  -1.537
H  6.560  1.832  0.430
H  6.859  1.232  -1.107
H  4.845  2.569  -2.015
H  4.635  3.181  -0.359
H  2.445  1.516  -1.193
H  4.611  -0.316  -2.671
H  3.084  -0.984  -2.033
H  4.222  -2.312  -0.410
H  5.581  -1.207  -0.354
H  6.295  -1.947  -2.566
H  5.051  -3.140  -2.671
H  7.198  -3.038  -0.467
H  7.278  -4.151  -1.882
H  6.016  -4.332  -0.649
C  4.525  2.065  2.583
C  4.202  0.571  2.375
C  5.370  -0.389  2.338
C  3.135  0.052  3.322
O  3.556  0.460  1.057
H  4.869  2.261  3.611
H  3.619  2.611  2.334
H  5.315  2.399  1.865
H  5.826  -0.316  3.321
H  6.105  -0.107  1.554
H  5.096  -1.414  2.136
H  3.516  -0.111  4.325
H  2.765  -0.883  2.921
H  2.278  0.748  3.371
O  -1.678  -2.229  0.925
P  -2.716  -3.087  0.265
C  -4.121  -2.051  -0.058
C  -4.264  -0.926  0.771
C  -5.290  -0.003  0.529
C  -6.190  -0.252  -0.484
C  -6.066  -1.400  -1.298
C  -5.077  -2.360  -1.050
C  -2.122  -3.715  -1.273
C  -2.308  -3.072  -2.501
C  -1.696  -3.616  -3.665
C  -0.945  -4.764  -3.603
C  -0.700  -5.355  -2.344
C  -1.295  -4.867  -1.194
C  -3.409  -4.444  1.134
C  -3.780  -5.630  0.465
C  -4.386  -6.638  1.198
C  -4.768  -6.398  2.534
C  -4.481  -5.174  3.142
C  -3.733  -4.218  2.471
H  -3.640  -0.744  1.635
H  -5.318  0.948  1.097
H  -7.077  0.375  -0.633
H  -6.814  -1.542  -2.116
H  -4.996  -3.246  -1.716
H  -2.852  -2.119  -2.619
H  -1.813  -3.048  -4.583
H  -0.540  -5.263  -4.459
H  0.021  -6.121  -2.265
H  -1.117  -5.339  -0.263
H  -3.577  -5.749  -0.597
H  -4.497  -7.609  0.726
H  -5.280  -7.188  3.099
H  -4.793  -4.953  4.159
H  -3.412  -3.347  3.057

ΔE to the lowest compared entry with this formula, charge and spin, kJ/mol: 0.00
Charge: -1
Total energy, eV: -145841.3415
Max |F|, eV/Å: 2.24
HOMO-LUMO gap, eV: 5.9